# 1
Molecular formula: C3H10NO2
Method: DFT, ωB97M-V/def2-TZVPD

Last column: Löwdin charge in e.
Cartesian coordinates (Å):
H1 -0.51432 -0.92974 1.40269  0.06
H2 0.63324 1.48736 0.38986  0.09
H3 0.33698 -1.32206 -0.36936  0.10
H4 -2.98168 0.04759 1.05330  0.04
C1 0.83758 0.46839 0.85407  -0.27
H5 -0.17451 0.80767 -1.64744  0.07
H6 1.57093 0.85118 -2.13900  0.08
C2 0.99535 -0.39334 -0.36932  -0.31
O1 0.62958 -1.09265 -2.70006  -0.45
C3 0.72346 0.09687 -1.85861  -0.48
O2 -2.89049 -0.19014 0.07891  -0.16
H7 -0.49343 0.26393 2.57830  0.00
H8 1.77261 0.48460 1.56180  0.11
N1 -0.50093 0.09035 1.62864  -0.03
H9 -2.00580 0.23020 -0.18541  0.03
H10 2.06141 -0.90023 -0.27836  0.12

Forces on atoms 1 to 2 (eV/Å):
H -0.4692 1.0785 0.8855
H 0.5277 -0.6321 1.1597

energy relative to the best compared isomer or geometry (same formula, charge and spin)	59.0	kcal per mole
charge	-1

# 2
Molecular formula: C3H2FOP
Method: DFT, ωB97M-V/def2-TZVPD

Last column: Löwdin charge in e.
Cartesian coordinates (Å):
O1 -2.42166 -1.51840 0.77781  -0.12
H1 1.74144 0.20686 1.47276  0.02
H2 -0.63974 0.29169 -1.72756  -0.01
P1 -1.52270 -0.92190 -1.79538  0.91
F1 -3.00976 -0.30042 -1.87035  -0.35
C1 0.89907 -0.25595 1.16045  0.18
C2 -0.10613 -0.56950 0.63692  -0.15
C3 -1.30074 -0.99479 0.00573  -0.49

Forces on atoms 1 to 2 (eV/Å):
O 7.0667 3.2880 -4.6914
H 2.1738 0.8138 1.0356

energy relative to the best compared isomer or geometry (same formula, charge and spin)	39.8	kcal per mole
SMILES string	C#CC(=O)PF

# 3
Molecular formula: C4H5N3
Method: DFT, ωB97M-V/def2-TZVPD

Last column: Löwdin charge in e.
Cartesian coordinates (Å):
N1 2.05311 0.21880 0.23460  0.13
C1 0.79193 0.04035 -0.25987  -0.48
H1 2.73416 -0.34818 -0.25581  0.10
N2 0.33763 -0.87709 -0.99807  0.11
N3 -1.81498 -1.89488 -0.48267  0.10
H2 -1.22696 -2.58064 -0.01405  0.05
C2 -0.30887 0.76768 0.55185  -0.11
H3 -1.22150 2.54295 1.64554  0.04
H4 2.31797 1.18897 0.34958  0.10
C3 -0.76566 1.70220 1.17099  0.14
C4 -1.22264 -0.80716 -0.71786  -0.30
H5 -1.67420 0.04701 -1.22424  0.11

Forces on atoms 1 to 2 (eV/Å):
N 0.3742 0.1990 -0.8461
C -2.7525 0.3335 2.9669

energy relative to the best compared isomer or geometry (same formula, charge and spin)	104.6	kcal per mole
SMILES string	[H]/N=C\N=C(\N)C#C

# 4
Molecular formula: C10H20Br8O2Sr4
Method: DFT, ωB97M-V/def2-TZVPD

Last column: Löwdin charge in e.
Cartesian coordinates (Å):
C1 -18.47345 -7.17687 18.96744  -0.60
H1 -14.59179 -8.92871 21.86964  0.02
H2 -14.72455 -10.03109 23.26147  0.02
H3 -11.13852 -11.42287 19.69339  0.06
Br1 -12.55217 -7.77043 23.89681  0.74
Sr1 -15.46711 -2.56881 17.81294  1.71
C2 -14.99791 -9.04968 22.87390  -0.66
Br2 -9.63333 -5.62881 20.29488  0.64
H4 -10.55833 -10.06512 22.46871  0.04
H5 -14.25847 -7.69110 19.34421  0.09
H6 -8.39946 -8.05404 21.71965  0.04
H7 -11.73231 -9.30538 21.46870  -0.02
H8 -18.43350 -8.09176 19.55861  0.06
Br3 -20.86856 -6.25512 20.18546  0.81
H9 -14.79925 -7.02539 23.60429  0.04
Br4 -17.47543 -7.64210 17.33521  0.66
O1 -12.65884 -6.60767 18.72696  -0.72
H10 -19.86787 -5.89206 17.85984  0.06
H11 -17.89674 -6.33915 19.35952  0.03
C3 -8.63473 -7.26712 22.43623  -0.60
C4 -13.66278 -6.86051 19.72286  -0.31
C5 -19.90144 -6.75933 18.51924  -0.61
C6 -11.28735 -10.27631 21.68638  -0.62
H12 -9.76596 -11.49008 20.76923  0.10
Br5 -9.79669 -9.38055 19.33787  0.63
Br6 -16.97574 -8.78277 22.67689  0.75
H13 -15.57403 -5.94507 20.70104  0.12
H14 -10.11577 -5.86025 22.84604  0.07
Sr2 -11.95737 -4.03534 18.67816  1.39
H15 -14.68071 -8.40184 24.87657  0.09
H16 -14.31425 -4.94255 20.79303  0.11
H17 -7.74482 -6.65188 22.56911  0.09
H18 -20.42579 -7.56964 18.01272  0.08
H19 -13.14151 -7.23305 20.60466  0.10
C7 -14.50725 -8.04347 23.86188  -0.63
Br7 -12.65681 -11.65489 22.31282  0.75
Br8 -9.01913 -8.01766 24.25310  0.80
C8 -9.87658 -6.53589 22.02483  -0.67
C9 -10.57153 -10.84320 20.42182  -0.54
Sr3 -10.94645 -7.67083 16.87475  1.50
H20 -10.73658 -7.19698 21.91776  -0.03
O2 -15.27806 -4.95879 18.95651  -0.60
C10 -14.72519 -5.65777 20.08051  -0.30
Sr4 -14.68696 -6.49943 16.78830  1.32

Forces on atoms 1 to 2 (eV/Å):
C -1.3101 0.7250 0.2417
H -0.0393 -0.0213 0.0910

charge	+6

# 5
Molecular formula: H12IO6
Method: DFT, ωB97M-V/def2-TZVPD

Last column: Löwdin charge in e.
Cartesian coordinates (Å):
H1 -10.13212 -1.13784 -18.80526  0.02
O1 -13.92388 -0.96803 -18.52713  -0.10
H2 -14.05324 4.68525 -21.42165  0.00
I1 -12.73125 1.01612 -21.47774  0.23
H3 -15.01773 1.44472 -19.35437  -0.05
H4 -15.54857 1.40767 -20.72441  -0.01
O2 -10.00485 -1.30322 -22.25270  -0.07
O3 -9.42072 2.11277 -20.68249  -0.14
O4 -14.24929 4.08627 -20.73283  -0.11
H5 -10.78414 -0.83972 -22.12958  -0.15
H6 -13.61337 -0.36878 -19.22045  -0.10
H7 -13.11322 -1.27940 -18.15506  -0.01
O5 -15.76358 1.13190 -19.80247  -0.11
H8 -10.20911 1.64838 -21.05166  -0.12
O6 -10.74637 -0.43180 -18.69035  -0.08
H9 -13.84700 3.20783 -20.80878  -0.16
H10 -10.94282 -0.10925 -19.58363  -0.07
H11 -10.23596 -2.22254 -22.34005  0.02
H12 -9.63653 2.26873 -19.75884  0.02

Forces on atoms 1 to 2 (eV/Å):
H 0.7061 -0.6939 -0.2768
O -0.6813 0.2208 -0.2159

energy relative to the best compared isomer or geometry (same formula, charge and spin)	14.2	kcal per mole
charge	-1

| no. | F_max (eV/A) | frontier orbital gap (eV) |
| --- | --- | --- |
| 1 | 4.93 | 6.4 |
| 2 | 9.27 | 8.8 |
| 3 | 5.17 | 10.2 |
| 4 | 3.05 | 1.9 |
| 5 | 3.29 | 8.4 |